Record 1
{
  "formula": "C3H11O2S",
  "method": "ωB97M-V with the def2-TZVPD basis set",
  "species": ["C", "C", "C", "S", "H", "H", "H", "H", "H", "H", "H", "H", "H", "O", "H", "H", "O"],
  "coordinates": [[1.88048, 0.17605, 0.00913], [0.54107, -0.54187, 0.43345], [0.00644, -0.06824, 1.77405], [-0.81456, 1.40917, 1.65031], [1.76262, 1.30903, -0.07486], [2.72518, -0.06962, 0.68269], [2.24206, -0.13621, -0.96840], [0.72379, -1.73157, 0.44627], [-0.21608, -0.15238, -0.37271], [-0.66842, -0.83021, 2.18193], [0.81707, -0.02236, 2.54415], [-0.56288, 0.48105, -0.99172], [0.36684, -0.62969, -3.62795], [0.51907, -0.23465, -2.69576], [-2.13487, -1.33304, -1.74631], [-0.53889, -0.93658, -1.96308], [-1.27549, -1.75169, -1.78109]],
  "forces_ev_per_angstrom": [[-0.16, 0.71, -0.03], [4.21, -1.92, 0.75], [-0.15, -2.03, 0.22], [-1.18, 2.73, -0.50], [-0.04, -1.51, 0.46], [-0.66, 0.21, 0.19], [-0.53, -0.20, -0.16], [-0.77, 2.63, -0.67], [-0.49, -0.56, 0.20], [0.03, -0.18, -0.23], [0.03, 0.08, -0.93], [0.32, 0.32, 0.53], [0.01, 1.14, 2.40], [-0.46, -0.52, -1.22], [-0.25, 0.11, 0.01], [-0.71, -1.91, -1.23], [0.81, 0.90, 0.20]],
  "total_charge": -1,
  "e_homo_ev": -3.95,
  "de_lowest_kj_mol": 590.6,
  "orbital_gap_ev": 6.2
}

---

Record 2
{
  "formula": "C3H6ClN",
  "method": "ωB97M-V with the def2-TZVPD basis set",
  "species": ["C", "C", "C", "N", "Cl", "H", "H", "H", "H", "H", "H"],
  "coordinates": [[0.41737, -0.42649, -0.09007], [1.41497, -1.58304, -0.01494], [-1.71106, 2.02819, 0.11244], [0.65606, 0.74328, 0.24494], [-2.43491, 0.74482, -0.50241], [-0.57790, -0.79641, -0.49756], [1.09660, -2.18694, 0.73813], [2.17108, -0.96273, 0.49402], [1.50639, -2.23890, -0.88458], [-1.13054, 2.57454, -0.74179], [-1.40806, 2.10368, 1.14183]],
  "forces_ev_per_angstrom": [[-1.22, -1.10, -1.19], [0.49, 3.10, -0.10], [3.47, 3.05, -1.69], [-0.27, -0.48, -0.09], [-2.30, -2.65, -0.76], [0.48, 0.94, 0.42], [-1.28, -1.94, 2.27], [1.34, -1.27, -1.06], [0.61, 0.87, -0.15], [-1.10, -0.51, 2.25], [-0.22, -0.02, 0.11]],
  "e_homo_ev": [-9.39, -8.08],
  "de_lowest_kj_mol": 386.8,
  "orbital_gap_ev": [9.7, 7.7]
}

---

Record 3
{
  "formula": "C3H11N3O",
  "method": "ωB97M-V with the def2-TZVPD basis set",
  "species": ["N", "C", "N", "N", "H", "H", "H", "H", "H", "C", "C", "O", "H", "H", "H", "H", "H", "H"],
  "coordinates": [[-1.45911, 0.87707, -1.51250], [-0.42175, 1.32114, -0.70308], [-0.51950, 1.71717, 0.53151], [-1.76679, 1.74184, 1.15287], [-2.25173, 0.46675, -1.03852], [-1.14168, 0.20091, -2.19617], [0.46155, 1.67952, -1.22492], [-1.67396, 2.15873, 2.06998], [-2.53478, 1.21098, 0.74520], [1.75967, -1.12321, 1.00928], [0.70561, -1.64743, 0.05962], [0.60016, -0.81987, -1.28655], [1.88267, -1.82359, 1.83661], [2.72197, -1.02122, 0.50690], [1.46982, -0.14634, 1.38884], [0.96977, -2.64523, -0.30281], [-0.29492, -1.60699, 0.48832], [1.49299, -0.54023, -1.52459]],
  "forces_ev_per_angstrom": [[-0.36, -0.16, -0.25], [-0.87, 1.82, 1.82], [-0.08, 0.13, -1.53], [1.05, -0.34, -0.83], [0.06, 0.13, 0.12], [0.10, 0.20, 0.07], [0.08, -0.67, 0.20], [-0.77, -0.70, -0.36], [0.19, 0.48, 0.97], [-0.25, 0.29, -0.33], [0.44, 1.00, -2.59], [0.61, -1.95, 2.28], [-0.03, 0.03, 0.02], [0.06, -0.09, -0.01], [0.01, 0.05, 0.10], [-0.32, 0.03, 0.30], [0.06, -0.01, -0.21], [0.01, -0.22, 0.23]],
  "smiles": "N/C=N\\N.CCO",
  "e_homo_ev": -7.46,
  "de_lowest_kj_mol": 291.4,
  "orbital_gap_ev": 8.4
}